Entry 1:
This record from OMol25 describes a structure of composition C5H9NO2 in a non-equilibrium geometry. The level of theory is wB97M-V/def2-TZVPD.

Last column: Löwdin charge in e.
Cartesian coordinates (Å):
1 C 0.308 0.849 -0.058  -0.42
2 C -1.057 0.954 0.549  -0.09
3 C -0.723 -1.148 0.120  -0.29
4 C 0.506 -1.974 -0.396  0.06
5 C 0.651 -0.669 0.298  -0.40
6 H -0.498 1.324 -1.810  0.08
7 H 0.846 2.244 -1.089  0.10
8 H 0.959 1.668 0.461  0.14
9 H -1.690 1.121 -0.468  0.13
10 H -1.010 2.106 1.317  0.21
11 H -1.097 -0.983 -1.009  0.17
12 H 0.352 -2.287 -1.438  0.13
13 H 0.942 -2.617 0.216  0.05
14 H 1.776 -0.473 1.879  0.24
15 N 0.496 1.299 -1.448  0.03
16 O -1.471 -0.471 1.144  -0.07
17 O 0.710 -0.944 1.732  -0.06

For the maximum force, the calculation gives 7.93 eV Å⁻¹. The total energy comes out at -10906.882 eV. The HOMO-LUMO gap comes out at 9.50 eV. The HOMO energy is -8.869 eV.

=====

Entry 2:
This record from OMol25 describes the molecule C2H2Br2FNO2 in a non-equilibrium geometry. The level of theory is wB97M-V/def2-TZVPD.

Last column: Löwdin charge in e.
Cartesian coordinates (Å):
1 O -0.025 -2.343 -0.991  0.08
2 N -0.451 -1.270 -0.585  -0.40
3 O -1.609 -0.907 -0.603  0.02
4 C 0.540 -0.287 0.015  -0.17
5 C -0.058 0.977 0.521  -1.23
6 F -0.896 0.732 1.460  -0.01
7 Br 1.332 2.130 1.416  0.68
8 Br -0.933 1.884 -1.012  0.75
9 H 1.080 -0.060 -0.990  0.16
10 H 1.022 -0.857 0.770  0.12

Its structure (SMILES) is O=[N+]([O-])CC(F)(Br)Br. For the maximum force, the calculation gives 3.80 eV Å⁻¹. The total energy comes out at -150490.207 eV. The HOMO-LUMO gap comes out at 10.38 eV. The HOMO energy is -10.668 eV.

=====

Entry 3:
This record from OMol25 describes a structure of composition C25H34CeClN2O8S in a non-equilibrium geometry. The level of theory is wB97M-V/def2-TZVPD.

Last column: Löwdin charge in e.
Cartesian coordinates (Å):
1 Ce 0.143 0.486 0.067  1.65
2 C -0.926 -2.663 1.600  0.02
3 C -0.793 -3.483 0.349  -0.14
4 O 0.508 -3.400 -0.246  -0.13
5 C 0.484 -4.398 -1.299  -0.12
6 C 1.337 -4.044 -2.518  -0.10
7 O 0.947 -1.324 -1.297  -0.11
8 C 0.990 -0.211 -3.544  -0.02
9 C 2.167 0.324 -2.872  -0.08
10 O 1.769 1.184 -1.694  -0.26
11 C 2.197 2.574 -1.855  -0.07
12 C 1.454 3.409 -0.784  -0.11
13 O 1.338 2.708 0.447  -0.25
14 C 2.444 2.708 1.412  -0.05
15 C 1.895 1.987 2.651  -0.06
16 O 1.542 0.655 2.180  -0.26
17 C 1.608 -0.380 3.119  -0.15
18 C 1.215 -1.671 2.422  -0.12
19 O 0.055 -1.441 1.611  -0.27
20 H -0.574 -3.153 2.500  0.13
21 H -1.887 -2.172 1.684  0.14
22 H -1.460 -3.235 -0.465  0.13
23 H -1.005 -4.517 0.708  0.17
24 H -0.544 -4.478 -1.696  0.14
25 H 0.820 -5.360 -0.763  0.18
26 H 1.409 -4.913 -3.181  0.13
27 H 2.319 -3.835 -2.141  0.13
28 H 0.280 0.571 -3.484  0.12
29 H 1.100 -0.501 -4.596  0.17
30 H 2.629 1.063 -3.537  0.15
31 H 2.866 -0.338 -2.490  0.13
32 H 1.914 3.053 -2.826  0.17
33 H 3.301 2.577 -1.678  0.16
34 H 0.449 3.663 -0.990  0.13
35 H 1.985 4.311 -0.598  0.15
36 H 2.778 3.696 1.553  0.14
37 H 3.293 2.153 1.043  0.15
38 H 1.059 2.448 3.072  0.12
39 H 2.613 1.806 3.521  0.18
40 H 0.907 -0.148 3.943  0.15
41 H 2.620 -0.427 3.545  0.16
42 H 0.955 -2.366 3.248  0.16
43 H 2.073 -1.979 1.827  0.15
44 Cl 0.541 -4.258 -5.629  0.79
45 C -0.085 -3.156 -4.422  -0.59
46 C -1.355 -2.744 -4.600  -0.04
47 C -1.852 -1.830 -3.582  0.07
48 C -1.026 -1.273 -2.699  -0.14
49 C 0.426 -1.481 -2.721  -0.21
50 C 0.886 -2.877 -3.374  -0.24
51 C -1.402 -0.302 -1.753  -0.54
52 O -1.688 -0.590 -0.573  0.02
53 O -1.037 0.910 -1.875  0.02
54 H -1.978 -3.065 -5.481  0.15
55 H -2.831 -1.460 -3.557  0.13
56 H 0.711 -2.190 -0.807  0.01
57 H 1.847 -2.603 -3.847  0.16
58 N -4.631 4.567 4.114  0.17
59 C -3.374 4.226 4.276  -0.85
60 S -2.302 4.779 5.404  0.79
61 C -2.736 3.271 3.340  -0.21
62 C -2.294 2.022 3.866  0.02
63 C -1.649 1.151 3.037  -0.05
64 N -1.424 1.440 1.694  -0.05
65 C -1.881 2.586 1.190  -0.09
66 C -2.573 3.518 1.965  0.06
67 H -5.043 5.095 4.866  0.13
68 H -5.156 4.244 3.347  0.12
69 H -2.427 1.750 4.915  0.14
70 H -1.418 0.161 3.311  0.11
71 H -1.648 2.757 0.217  0.08
72 H -2.872 4.415 1.433  0.14

For the maximum force, the calculation gives 3.92 eV Å⁻¹. The total energy comes out at -82096.192 eV. The HOMO-LUMO gap comes out at 3.69 eV. As for the net charge: +3. The HOMO energy is -15.214 eV.

=====

Q: Which value of HOMO does entry 2 give?
A: -10.668 eV

=====

Q: Number 2 is which compound?
A: C2H2Br2FNO2

=====

Q: The lowest total energy belongs to which entry?
A: C2H2Br2FNO2